Molecular formula: F6InN3O12S6
Method: DFT, ωB97M-V/def2-TZVPD

Each line ends with the Mulliken charge.
Geometry (Å):
O1 -0.291 4.048 5.489  -0.464
S1 -3.754 2.809 -2.399  1.090
S2 0.920 -4.768 -1.318  1.111
O2 0.101 -5.011 -2.473  -0.451
F1 -2.132 0.195 -4.496  -0.306
O3 -3.713 1.866 -5.252  -0.442
F2 1.426 0.116 4.274  -0.309
F3 -2.896 3.731 -1.436  -0.254
F4 4.416 -4.011 -2.566  -0.307
In1 2.823 1.813 -1.498  0.996
O4 -0.348 1.042 5.379  -0.443
O5 -4.274 0.116 -3.466  -0.435
N1 -2.446 1.850 -2.974  -0.123
S3 1.025 1.456 5.137  1.096
O6 -4.158 3.920 -3.257  -0.477
F5 1.290 4.896 3.753  -0.281
O7 2.187 4.336 5.866  -0.469
S4 -3.359 1.174 -3.998  1.077
O8 4.007 -5.471 -0.947  -0.437
S5 1.087 3.797 4.984  1.070
O9 2.858 -5.689 -3.174  -0.447
N2 2.286 -3.752 -1.530  -0.152
S6 3.177 -4.902 -1.980  1.101
N3 1.320 2.402 3.960  -0.125
F6 0.002 -3.755 -0.456  -0.240
O10 -4.698 2.232 -1.443  -0.467
O11 1.103 -5.859 -0.366  -0.465
O12 2.040 1.419 6.187  -0.447

Atomic forces in eV per Å
O 3.4 -1.7 -1.7
S -1.0 5.9 4.6
S -5.0 -0.2 2.9
O 1.6 0.7 0.5
F -0.9 0.8 0.0
O 0.4 -1.0 3.2
F 0.4 0.9 0.3
F 1.0 -1.0 0.5
F -1.3 0.6 -0.4
In -0.1 -0.1 0.1
O 1.3 2.0 0.4
O 1.5 3.4 -0.9
N -2.5 2.9 2.3
S 0.2 -9.7 1.3
O 0.0 -3.0 -0.3
F -0.7 -1.8 0.9
O -2.9 -3.0 -2.5
S -0.2 -7.9 -6.8
O -2.0 -0.8 0.6
S 0.7 8.0 0.7
O -0.7 1.1 2.6
N -4.1 -0.7 0.7
S 9.2 -2.1 -4.2
N -0.5 4.3 1.6
F 1.4 -0.3 -0.9
O 1.8 -0.1 -2.6
O 0.8 1.8 -1.9
O -2.0 0.9 -1.2

The value obtained for the highest occupied orbital energy is -10.4 eV. For the largest force on an atom, the calculation gives 10.45 eV Å⁻¹. For the LUMO energy, the calculation gives -8.953 eV. The total energy comes out at -115510.9998 eV. Its net charge is 0. For the energy relative to the best compared isomer or geometry (same formula, charge and spin), the calculation gives 741.34 kJ/mol.